# 1
ORCA calculation (wB97M-V/def2-TZVPD) on 3 unconnected molecules or ions with the total composition C3H12N2O2.

Each line ends with the Löwdin charge.
Cartesian coordinates (Å):
C 0.22 -0.38 2.07  -0.03
C 0.72 -0.73 0.66  -0.39
N 0.59 -2.07 0.26  0.09
C 1.02 0.21 -0.23  -0.25
N 1.16 0.12 -1.64  0.04
H -0.07 -1.26 2.63  0.07
H 1.04 0.20 2.53  0.09
H -0.69 0.22 1.97  0.07
H 0.19 -2.68 0.95  0.07
H 1.13 -2.49 -0.47  0.09
H 1.14 1.26 0.05  0.10
H 0.33 -0.26 -2.08  0.05
H 1.22 1.04 -2.07  0.07
O -0.99 2.19 -0.16  -0.08
H -0.63 2.42 -1.03  0.04
H -0.33 1.66 0.30  -0.02
O -1.83 0.15 -1.63  -0.07
H -1.64 -0.29 -0.79  0.03
H -2.57 0.68 -1.32  0.04

Structure (SMILES): C/C(N)=C/N.O.O
Max |F|: 1.842 eV/A
LUMO: 0.74 eV

# 2
ORCA calculation (wB97M-V/def2-TZVPD) on 3 unconnected molecules or ions with the total composition C3H12N2O2.

Each line ends with the Löwdin charge.
Cartesian coordinates (Å):
H 0.79 1.84 -2.46  0.04
N 0.56 1.04 -1.92  0.04
C 0.28 1.25 -0.69  -0.32
N 0.71 0.41 0.24  -0.03
C 0.56 0.61 1.63  -0.31
C -0.87 0.58 2.14  -0.09
H -0.10 2.15 -0.14  0.15
H 1.00 -0.59 0.01  0.15
H 1.08 1.56 2.01  0.12
H 1.22 -0.22 2.14  0.15
H -1.49 1.46 1.99  0.07
H -0.91 0.32 3.16  0.04
H -1.19 -0.30 1.50  0.10
O -1.38 -1.04 -1.75  -0.12
H -0.73 -0.26 -1.97  0.02
H -1.79 -1.09 -2.61  0.02
O 1.16 -2.54 -1.05  -0.06
H 0.50 -3.04 -0.55  0.05
H 0.57 -2.14 -1.67  -0.01

Structure (SMILES): [H]/N=C/NCC.O.O
Max |F|: 3.717 eV/A
LUMO: 0.90 eV

# 3
ORCA calculation (wB97M-V/def2-TZVPD) on 3 unconnected molecules or ions with the total composition C3H12N2O3.

Each line ends with the Löwdin charge.
Cartesian coordinates (Å):
C -0.79 1.86 0.85  -0.08
C -1.85 0.97 0.19  -0.25
N -1.37 0.16 -0.92  0.05
C -0.86 -1.09 -0.78  -0.66
N -0.28 -1.37 0.44  0.16
O -0.91 -1.95 -1.65  0.02
H -1.19 2.15 1.81  0.07
H -0.70 2.81 0.32  0.07
H 0.18 1.39 0.88  0.05
H -2.34 0.35 0.95  0.11
H -2.66 1.58 -0.21  0.11
H -1.89 0.28 -1.78  0.14
H 0.02 -2.32 0.48  0.10
H 0.25 -0.69 0.96  0.07
O 2.97 -0.47 1.58  -0.07
H 2.85 -1.29 1.09  0.02
H 2.75 0.17 0.90  0.02
O 2.02 -0.59 -1.38  -0.06
H 2.04 -1.56 -1.44  0.05
H 1.77 -0.37 -2.29  0.05

Structure (SMILES): CCNC(N)=O.O.O
Max |F|: 1.334 eV/A
LUMO: 0.53 eV

# 4
ORCA calculation (wB97M-V/def2-TZVPD) on 3 unconnected molecules or ions with the total composition C3H12N2O3.

Each line ends with the Löwdin charge.
Cartesian coordinates (Å):
C 1.67 0.65 1.61  -0.08
N 1.21 0.96 0.26  0.02
C 0.26 0.23 -0.39  -0.48
O 0.17 -0.98 -0.25  0.03
C -0.77 0.95 -1.30  -0.21
N -1.44 1.93 -0.49  0.00
H 1.66 1.54 2.20  0.08
H 0.99 -0.02 2.14  0.04
H 2.60 0.07 1.69  0.08
H 1.00 1.94 0.20  0.11
H -1.33 0.28 -1.95  0.10
H -0.06 1.40 -2.03  0.12
H -2.11 2.54 -0.96  0.07
H -1.95 1.36 0.19  0.08
O 0.24 -1.77 2.47  -0.08
H 0.25 -2.38 1.71  0.04
H -0.29 -2.19 3.16  0.05
O -0.95 -1.99 -2.97  -0.07
H -0.06 -2.26 -3.22  0.04
H -1.09 -2.28 -2.06  0.03

Structure (SMILES): CNC(=O)CN.O.O
Max |F|: 2.789 eV/A
LUMO: 0.70 eV

Relative energy (zero: lowest compared OMol25 entry of this formula, charge and spin)
In order: 42.2, 40.6, 4.4, 29.0
Unit: kcal per mole
HOMO-LUMO gap
In order: 8.2, 9.8, 10.2, 10.1
Unit: eV